{
  "formula": "C4H13NOS",
  "method": "the ωB97M-V functional and the def2-TZVPD basis",
  "relative_energy_ev": 2.028,
  "total_energy_ha": -688.31418,
  "lumo_energy_ev": 0.609,
  "e_homo_ev": -8.516,
  "molar_mass_g_mol": 123.22,
  "homo_lumo_gap_ev": 9.13,
  "symbols": ["C", "N", "C", "C", "C", "S", "H", "H", "H", "H", "H", "H", "H", "H", "H", "H", "H", "O", "H", "H"],
  "coordinates": [[-2.078, -0.488, -0.026], [-0.581, -0.511, 0.301], [0.279, -0.271, -0.860], [0.644, 1.210, -1.030], [1.529, -1.183, -0.600], [2.780, -1.119, -2.054], [-2.294, -1.244, -0.713], [-2.236, 0.478, -0.586], [-2.677, -0.637, 0.957], [-0.341, -0.513, 1.300], [-0.185, -0.580, -1.835], [-0.286, 1.754, -1.463], [1.322, 1.335, -1.849], [0.977, 1.830, -0.236], [1.088, -2.149, -0.406], [1.995, -0.805, 0.368], [2.771, 0.124, -1.945], [-1.080, 0.815, 3.896], [-0.225, 1.302, 3.811], [-1.402, 0.652, 2.970]],
  "atomic_forces_ev_per_a": [[2.0, 2.0, 2.2], [-2.9, -0.6, -0.7], [1.5, 0.1, 1.4], [-2.6, 0.6, -2.3], [0.2, 1.6, 0.0], [-1.2, -3.2, 1.4], [-0.4, -1.5, -0.9], [-0.6, -0.7, 1.0], [0.8, 0.6, -1.9], [0.4, 0.2, -1.4], [0.0, 0.0, 1.2], [1.2, -0.8, 0.9], [0.6, 0.1, -0.5], [0.4, -0.1, 1.3], [0.5, -0.6, -0.3], [-0.2, -0.6, -1.3], [0.4, 3.0, 0.0], [0.5, 0.2, -1.3], [-1.1, -0.6, -0.1], [0.6, 0.4, 1.3]]
}